A molecular structure, C2H3IN2O, computed with wB97M-V/def2-TZVPD.

highest occupied orbital energy (alpha / beta)	-8.00 / -8.89	eV
relative energy (zero: lowest compared OMol25 entry of this formula, charge and spin)	517.8	kJ/mol
max |F|	0.0900	hartree/bohr
multiplicity	1
gap between HOMO and LUMO (alpha / beta)	7.6 / 8.1	eV

```
9
Properties=species:S:1:pos:R:3:nbo_charge:R:1
C 0.0259 1.0432 0.5045 -0.3019
C 0.6531 0.0673 -0.4081 -0.0145
N -1.5931 -1.2000 1.0650 0.2224
N -0.0413 -0.2481 -1.4815 -0.6140
O -1.0450 -0.2878 1.5645 -0.1799
I 0.6515 -1.6430 -2.6903 0.2968
H 0.5970 1.1907 1.4000 0.1984
H -0.8218 1.5778 0.2218 0.2127
H 1.5737 -0.5001 -0.1760 0.1799
```